w.
This record from the Open Molecules 2025 dataset describes C4H6N2O as an isolated structure. The level of theory is wB97M-V/def2-TZVPD.

Geometry (Å):
O -1.05891 -0.85141 -0.07971
N 1.22110 -0.92564 0.44645
N 2.02150 0.96723 -0.37706
C 0.67160 0.89746 -0.64646
C 2.31645 -0.12761 0.27059
C 0.17569 -0.26924 -0.14177
C -2.06830 -0.09556 -0.55711
H -2.62479 0.70091 0.92161
H -2.97776 -0.70641 -0.43412
H 1.16827 -1.81895 0.91070
H 3.29505 -0.40494 0.63998
H -2.27043 1.00060 0.20236
H 0.14410 1.67085 -1.18428

Löwdin atomic charges, in units of e:
1 O -0.0960
2 N 0.1254
3 N 0.0511
4 C -0.0966
5 C -0.2071
6 C -0.3365
7 C -0.0489
8 H 0.1487
9 H 0.0451
10 H 0.1601
11 H 0.1159
12 H 0.0326
13 H 0.1064

x.
This record from the Open Molecules 2025 dataset describes a single C4H6N2O molecule. The level of theory is wB97M-V/def2-TZVPD.

Geometry (Å):
O -0.21810 -0.45980 0.28587
N -1.23860 1.20106 -0.92468
N -3.55068 -0.82923 0.85266
C 2.12413 -0.89054 0.30541
C -2.53635 -0.42573 0.44549
C 0.96009 -0.07965 -0.13700
C -1.34262 0.12661 -0.04616
H -2.14414 1.55357 -1.20984
H 2.98128 -0.67600 -0.33989
H 2.42627 -0.67923 1.34157
H -0.69370 0.92589 -1.75257
H 1.03563 0.91585 -0.55826
H 1.90420 -1.96112 0.23302

Löwdin atomic charges, in units of e:
1 O 0.0380
2 N 0.1107
3 N 0.1374
4 C -0.0727
5 C -0.1687
6 C -0.1873
7 C -0.4032
8 H 0.1026
9 H 0.0764
10 H 0.0802
11 H 0.1003
12 H 0.1038
13 H 0.0824

Structures ranked by computed energy, the most stable listed first: x, w.

w.
This record from the Open Molecules 2025 dataset describes a single C4H6N2O molecule. The level of theory is wB97M-V/def2-TZVPD.

Results
- structure (SMILES) = Nc1cc[nH]c1O

Geometry (Å):
O 1.09263 1.42230 1.26530
N 1.29804 -1.59669 0.44816
N -0.51148 1.36744 -0.47644
C 0.40228 -0.61666 0.00616
C -1.27490 0.42651 -1.10552
C -0.75691 -0.81111 -0.80257
C 0.48179 0.73404 0.24121
H 1.89846 -1.27020 1.19726
H 0.85637 -2.48705 0.67359
H -1.22926 -1.75901 -1.01722
H -2.12910 0.71834 -1.69961
H 0.37310 1.51002 1.91174
H -0.50101 2.36208 -0.64207

Löwdin atomic charges, in units of e:
1 O 0.0399
2 N 0.0883
3 N 0.0572
4 C -0.2971
5 C -0.1362
6 C -0.0475
7 C -0.3432
8 H 0.0825
9 H 0.0866
10 H 0.0963
11 H 0.1056
12 H 0.1129
13 H 0.1545

x.
This record from the Open Molecules 2025 dataset describes a single C4H6N2O molecule. The level of theory is wB97M-V/def2-TZVPD.

Results
- structure (SMILES) = Cc1cc(N)on1

Geometry (Å):
O 1.00363 -0.45060 -1.24964
N 2.57708 -0.22925 0.55629
N -0.37681 -0.37483 -1.38298
C -0.85059 0.10841 -0.26171
C -2.34344 0.09765 -0.07013
C 1.31506 -0.05469 -0.01011
C 0.22542 0.40848 0.64265
H 0.57973 1.31520 1.09465
H -2.75671 1.10782 -0.08285
H 2.71292 -1.22179 0.72713
H 3.35266 0.14152 0.02762
H -2.81178 -0.48123 -0.87378
H -2.62718 -0.36669 0.88284

Löwdin atomic charges, in units of e:
1 O 0.0151
2 N 0.1178
3 N 0.1041
4 C -0.3347
5 C -0.0340
6 C -0.4214
7 C 0.0108
8 H 0.1175
9 H 0.0756
10 H 0.1004
11 H 0.0889
12 H 0.0786
13 H 0.0814

y.
This record from the Open Molecules 2025 dataset describes a single C4H6N2O molecule. The level of theory is wB97M-V/def2-TZVPD.

Geometry (Å):
O 1.56651 0.68875 0.39507
N -1.64311 -1.77966 0.29698
N 1.18377 -0.94853 0.54151
C 1.94611 0.80035 -1.01034
C 0.32128 0.00277 0.62964
C -0.94368 0.43982 0.76854
C -1.96488 -0.56859 0.57445
H 1.09582 0.54407 -1.64552
H 2.29830 1.82274 -1.15756
H 2.74449 0.07435 -1.16065
H -2.46950 -2.34396 0.11282
H -2.99662 -0.20026 0.63263
H -1.13848 1.46816 1.02242

Löwdin atomic charges, in units of e:
1 O -0.0906
2 N 0.0617
3 N 0.3146
4 C -0.0157
5 C -0.4452
6 C -0.0699
7 C -0.2847
8 H 0.1034
9 H 0.0980
10 H 0.0945
11 H 0.0358
12 H 0.1034
13 H 0.0947

Structures ranked by computed energy, the most stable listed first: w, x, y.

w.
This record from the Open Molecules 2025 dataset describes a single C4H5NOS2 molecule. The level of theory is wB97M-V/def2-TZVPD.

Geometry (Å):
S 1.06348 -0.72171 1.37689
S 0.78006 -0.85829 -4.42682
O 2.37173 -0.03428 1.14162
N -0.91598 -0.99589 -2.27939
C -0.35474 -0.72957 -1.19556
C 0.03230 -0.46683 -0.05368
C -0.72935 -1.01595 -3.51871
C 0.25512 0.49545 2.51629
H -0.74030 0.54930 2.10617
H 1.39436 0.05490 -3.47900
H -1.55440 -1.13887 -4.17953
H 0.82259 1.49156 2.20587
H 0.31326 0.27430 3.66433

Löwdin atomic charges, in units of e:
1 S 0.8362
2 S 0.7406
3 O -0.5670
4 N 0.0096
5 C -0.2177
6 C -0.1877
7 C -0.5368
8 C -0.2666
9 H 0.0072
10 H -0.0518
11 H 0.0552
12 H 0.0951
13 H 0.0838

x.
This record from the Open Molecules 2025 dataset describes a 2-piece molecular cluster, C4H5NOS2 overall. The level of theory is wB97M-V/def2-TZVPD.

Geometry (Å):
S 1.98286 0.28305 -1.36401
S -0.46664 -2.27238 -0.68881
O 0.88827 0.38840 2.10718
N 0.06583 -1.28003 0.70276
C 0.42257 0.07376 0.97554
C 0.75465 0.97290 -0.13357
C -1.81030 1.82266 -0.36661
C -0.53376 1.26019 -0.53509
H 1.42983 1.64732 0.32382
H 1.74680 -1.57449 -1.29601
H -2.76100 2.14822 -0.65533
H -0.08187 -1.73675 1.73873
H -1.63724 -1.73284 -0.80858

Löwdin atomic charges, in units of e:
1 S 0.6339
2 S 0.7416
3 O 0.0385
4 N -0.3458
5 C -0.5719
6 C -0.6897
7 C 0.2030
8 C -0.1285
9 H 0.0898
10 H 0.0438
11 H -0.0101
12 H 0.1703
13 H -0.1748

y.
This record from the Open Molecules 2025 dataset describes C4H5NOS2 as an isolated structure. The level of theory is wB97M-V/def2-TZVPD.

Geometry (Å):
S 2.48501 0.02142 -0.08580
S -0.46728 2.00620 -0.02541
O -2.67258 -0.26635 -0.00917
N -0.99220 -1.75495 -0.06523
C -0.33481 0.31731 0.17233
C 0.39448 -1.77659 -0.15498
C -1.39263 -0.58747 0.06035
C 0.76794 -0.52965 0.17903
H 3.31222 -0.04673 1.43694
H -2.65408 0.80030 1.00559
H -1.60501 -2.54026 -0.23270
H -0.42686 2.05211 -1.34797
H 0.80615 -2.83353 -0.09285

Löwdin atomic charges, in units of e:
1 S 0.6129
2 S 0.8106
3 O -0.0166
4 N 0.1039
5 C -0.6757
6 C -0.1331
7 C -0.5923
8 C -0.6838
9 H 0.0207
10 H 0.3474
11 H 0.1829
12 H -0.1197
13 H 0.1429

Structures ranked by computed energy, the most stable listed first: w, y, x.

w.
This record from the Open Molecules 2025 dataset describes a single C4H7N3O molecule. The level of theory is wB97M-V/def2-TZVPD.

Results
- structure (SMILES) = CNc1nc(N)co1

Geometry (Å):
O -0.17678 1.54234 0.01923
N -2.89897 -0.81674 -0.03453
N 1.73367 0.43618 -0.16287
N -0.53025 -0.66798 -0.14255
C -1.78139 -0.04817 -0.04292
C -1.56632 1.30871 -0.10955
C 2.72667 -0.64164 0.00227
C 0.33892 0.33554 -0.03376
H 2.01565 1.35132 0.03689
H -2.76568 -1.83668 0.11276
H 2.47543 -1.20962 0.92728
H 2.74295 -1.38505 -0.83645
H -2.23374 2.21325 0.02787
H 3.69396 -0.10838 0.14884
H -3.77414 -0.47307 0.08749

Löwdin atomic charges, in units of e:
1 O 0.0330
2 N 0.1252
3 N 0.0074
4 N 0.1626
5 C -0.4108
6 C -0.0602
7 C -0.0840
8 C -0.4232
9 H 0.1006
10 H 0.1219
11 H 0.0814
12 H 0.0868
13 H 0.1228
14 H 0.0869
15 H 0.0496

x.
This record from the Open Molecules 2025 dataset describes a single C4H7N3O molecule. The level of theory is wB97M-V/def2-TZVPD.

Results
- structure (SMILES) = C=C1CNC(=O)N1N

Geometry (Å):
O 2.74660 0.49614 -0.22625
N 1.28013 -1.42169 -0.01406
N 0.42345 1.91742 0.33710
N 0.43985 0.58562 0.26093
C -1.77160 0.24686 -0.42447
C 1.69284 -0.03182 -0.06342
C -0.13900 -1.59699 0.31682
C -0.60568 -0.31272 0.19568
H 2.14721 -2.08874 -0.48036
H -0.77428 -2.23182 -0.29691
H 0.15508 2.28716 -0.57346
H -0.39205 2.47494 0.89928
H -2.78065 -0.29002 -0.68016
H -1.87883 1.44381 -0.83359
H -0.54306 -1.47815 1.58287

Löwdin atomic charges, in units of e:
1 O 0.1107
2 N 0.0551
3 N 0.0393
4 N -0.1543
5 C 0.0161
6 C -0.4628
7 C -0.1729
8 C -0.4291
9 H 0.2447
10 H 0.1292
11 H 0.0722
12 H 0.1703
13 H 0.0578
14 H 0.0987
15 H 0.2250

Structures ranked by computed energy, the most stable listed first: w, x.

w.
This record from the Open Molecules 2025 dataset describes a single C4H7N3O molecule. The level of theory is wB97M-V/def2-TZVPD.

Results
- structure (SMILES) = [H]/N=C/N/N=C\CC=O

Geometry (Å):
O 0.36708 0.34120 -3.32447
N 1.18665 -0.02433 3.16377
N 0.52233 -0.48859 0.86420
N -0.91308 -1.06132 0.48182
C 0.41500 0.23893 2.12345
C -0.76462 0.78453 -1.02433
C 0.54758 0.31494 -1.98612
C -1.46966 -0.26583 -0.41245
H 1.65002 -0.11985 -1.46985
H -2.47773 -0.80743 -0.76282
H -0.38712 0.99492 2.02605
H -0.35170 1.29423 -0.01214
H -1.43426 1.15126 -1.79912
H 0.99083 0.67382 3.91534
H 1.13223 -1.33233 0.92640

Löwdin atomic charges, in units of e:
1 O -0.0967
2 N 0.0627
3 N -0.0822
4 N 0.0587
5 C -0.2885
6 C -0.1679
7 C -0.0807
8 C -0.2484
9 H 0.1719
10 H 0.1629
11 H 0.1055
12 H 0.1399
13 H 0.1005
14 H 0.0436
15 H 0.1188

x.
This record from the Open Molecules 2025 dataset describes a 2-piece molecular cluster, C4H7N3O overall. The level of theory is wB97M-V/def2-TZVPD.

Geometry (Å):
O -3.42547 1.06391 -0.07498
N -1.91700 -0.69111 -0.49361
N 2.02063 -0.61239 0.27827
N 0.18637 1.97329 -0.08459
C -2.57122 0.26791 -0.18823
C -1.01757 -1.76440 -0.08658
C 2.28393 0.65357 0.20421
C 1.36936 1.52956 -0.42935
H 2.91653 -1.07949 0.30904
H 0.10404 -1.72134 0.05512
H -0.16619 1.89490 0.85605
H 3.39626 1.05788 0.45486
H -1.20042 -2.59766 -0.85230
H -1.46214 -2.16887 0.88067
H -0.51712 2.19423 -0.82859

Löwdin atomic charges, in units of e:
1 O 0.1155
2 N 0.0665
3 N 0.0183
4 N 0.0874
5 C -0.3799
6 C -0.1108
7 C -0.3366
8 C -0.0861
9 H 0.0304
10 H 0.0451
11 H 0.1048
12 H 0.1402
13 H 0.0897
14 H 0.0900
15 H 0.1256

Structures ranked by computed energy, the most stable listed first: x, w.

w.
This record from the Open Molecules 2025 dataset describes a single C6H6N2O molecule. The level of theory is wB97M-V/def2-TZVPD.

Results
- structure (SMILES) = C#CC/N=c1\cc[nH]o1

Geometry (Å):
O -1.13257 -2.02354 0.16881
N -1.40761 0.00036 -0.65047
N 0.04688 -2.75690 0.86032
C 1.22221 2.51353 -1.61189
C 0.42473 -0.49420 0.98006
C -0.75383 -0.72174 0.02700
C 0.06116 2.20293 -1.14230
C 0.81217 -1.77891 1.20244
C -1.13647 1.44870 -0.54015
H 0.62678 0.52498 1.43870
H -1.95312 2.24308 -1.01288
H -0.87871 1.54142 0.50656
H 0.30093 -3.55636 0.17120
H 2.03121 3.06947 -1.95107
H 1.73624 -2.21280 1.55368

Löwdin atomic charges, in units of e:
1 O 0.0199
2 N 0.1040
3 N 0.0757
4 C 0.1023
5 C 0.0488
6 C -0.4690
7 C -0.1073
8 C -0.2193
9 C -0.2252
10 H 0.1252
11 H 0.1630
12 H 0.0709
13 H 0.1978
14 H -0.0159
15 H 0.1289

x.
This record from the Open Molecules 2025 dataset describes a single C6H6N2O molecule. The level of theory is wB97M-V/def2-TZVPD.

Results
- structure (SMILES) = C#C[C@H]1C=NNC(=O)C1

Geometry (Å):
O -0.21429 0.72666 2.85801
N 0.39245 -1.32716 1.71856
N 1.47448 -1.21417 0.59432
C -0.59806 -0.19173 -0.56015
C -0.41818 0.33901 -1.98428
C 0.07879 0.86010 -3.05264
C -0.65507 0.74188 0.66576
C 0.75619 -1.01413 -0.47728
C -0.07059 0.06747 1.75553
H -1.78523 1.10647 0.89090
H -0.13575 1.85360 0.45405
H -1.29125 -0.92736 -0.22262
H 0.00870 1.41758 -3.94672
H 1.40402 -1.14928 -1.25196
H 1.05380 -1.28894 2.55851

Löwdin atomic charges, in units of e:
1 O 0.0034
2 N 0.0642
3 N 0.0871
4 C -0.2544
5 C -0.0551
6 C 0.1259
7 C -0.1324
8 C -0.1151
9 C -0.4606
10 H 0.1865
11 H 0.2031
12 H 0.1263
13 H 0.0103
14 H 0.0705
15 H 0.1404

Structures ranked by computed energy, the most stable listed first: x, w.